{"formula": "C67H157N6O22P3", "method": "the ωB97M-V functional and the def2-TZVPD basis", "species": ["C", "O", "P", "O", "O", "C", "O", "C", "H", "H", "H", "H", "H", "H", "H", "H", "H", "C", "O", "P", "O", "O", "C", "O", "C", "H", "H", "H", "H", "H", "H", "H", "H", "H", "C", "O", "P", "O", "O", "C", "O", "C", "H", "H", "H", "H", "H", "H", "H", "H", "H", "C", "C", "C", "C", "C", "C", "N", "O", "C", "C", "C", "H", "H", "H", "H", "H", "H", "H", "H", "H", "H", "H", "H", "H", "H", "H", "H", "H", "H", "H", "C", "C", "C", "C", "C", "C", "N", "O", "C", "C", "C", "H", "H", "H", "H", "H", "H", "H", "H", "H", "H", "H", "H", "H", "H", "H", "H", "H", "H", "H", "C", "C", "C", "C", "C", "C", "N", "O", "C", "C", "C", "H", "H", "H", "H", "H", "H", "H", "H", "H", "H", "H", "H", "H", "H", "H", "H", "H", "H", "H", "C", "C", "C", "C", "C", "C", "N", "O", "C", "C", "C", "H", "H", "H", "H", "H", "H", "H", "H", "H", "H", "H", "H", "H", "H", "H", "H", "H", "H", "H", "C", "C", "C", "C", "C", "C", "N", "O", "C", "C", "C", "H", "H", "H", "H", "H", "H", "H", "H", "H", "H", "H", "H", "H", "H", "H", "H", "H", "H", "H", "C", "C", "C", "C", "C", "C", "N", "O", "C", "C", "C", "H", "H", "H", "H", "H", "H", "H", "H", "H", "H", "H", "H", "H", "H", "H", "H", "H", "H", "H", "C", "O", "H", "H", "H", "H", "C", "O", "H", "H", "H", "H", "C", "O", "H", "H", "H", "H", "C", "O", "H", "H", "H", "H"], "positions_angstrom": [[-3.95362, 2.08072, 7.81252], [-3.83305, 0.62955, 7.55816], [-2.57752, 0.02733, 6.83043], [-2.53808, -1.44496, 6.96606], [-2.62847, 0.62511, 5.36268], [-3.48832, -0.04339, 4.35680], [-1.35100, 0.82703, 7.43388], [0.04195, 0.50701, 7.25725], [-3.20051, 2.74390, 7.31989], [-4.04625, 2.10887, 8.88772], [-4.95417, 2.40141, 7.43279], [-4.53053, -0.15609, 4.74772], [-3.04653, -1.00802, 4.12174], [-3.56040, 0.66217, 3.51303], [0.52225, 0.80588, 8.16285], [0.31002, 1.06425, 6.36840], [0.18431, -0.54243, 7.11817], [3.71590, -3.88467, 3.35679], [2.55425, -3.78031, 4.21450], [2.24487, -2.38898, 4.90658], [2.35417, -1.17246, 4.07927], [0.83196, -2.64705, 5.60412], [-0.31430, -2.59690, 4.78355], [3.25388, -2.35549, 6.06969], [3.53221, -1.03832, 6.61687], [3.52631, -4.64202, 2.55496], [4.59385, -4.32964, 3.85265], [3.98801, -2.94893, 2.88057], [-0.26034, -1.78104, 3.99525], [-1.19580, -2.46794, 5.37324], [-0.37994, -3.54848, 4.34201], [4.44666, -1.14673, 7.19182], [2.60219, -0.80306, 7.14745], [3.66939, -0.34320, 5.77673], [-0.07548, -0.17215, -7.49613], [-0.72163, -0.89371, -6.44813], [-0.57276, -2.40211, -6.17198], [0.66958, -2.77213, -5.56179], [-1.77589, -2.49270, -5.18404], [-2.03305, -3.69238, -4.46439], [-0.88455, -3.15526, -7.51637], [-2.14439, -3.28749, -8.07058], [0.71725, -0.70486, -7.94716], [0.41681, 0.74643, -7.13527], [-0.77911, 0.04992, -8.31668], [-1.63600, -3.69782, -3.43759], [-1.54997, -4.57235, -4.88482], [-3.11806, -3.69217, -4.33510], [-2.31592, -4.35446, -8.31408], [-2.30013, -2.63947, -8.92916], [-2.85600, -2.99525, -7.30181], [0.40842, 1.19960, -0.30038], [-0.21034, 0.20471, 0.68010], [-1.49210, -0.36248, -0.01964], [-1.17394, -1.44583, -1.08854], [-0.22043, -2.53277, -0.48703], [1.09925, -1.91656, 0.09616], [0.72450, -0.95231, 1.07407], [1.98372, -0.32003, 1.55782], [1.85383, -3.03873, 0.74348], [1.92869, -1.37833, -1.12360], [-0.66288, 0.93922, 1.98235], [0.23038, 0.95516, -1.35452], [1.47782, 1.27335, -0.05922], [-0.05370, 2.16338, -0.08310], [-2.23617, -0.73480, 0.66003], [-1.95819, 0.49035, -0.50893], [-0.78833, -1.01637, -2.06239], [-2.13997, -1.83039, -1.35885], [0.22750, -3.20650, -1.24843], [-0.54949, -3.03798, 0.40598], [1.30847, -3.28671, 1.67712], [1.80561, -3.85030, 0.00405], [2.89047, -2.71737, 1.06776], [1.58051, -0.44705, -1.53175], [3.01019, -1.21858, -0.83941], [1.80023, -2.12422, -1.87345], [-1.12638, 0.22614, 2.76768], [-1.34261, 1.71881, 1.65562], [0.25900, 1.47169, 2.35610], [2.04375, -0.69188, 2.47013], [-5.02083, 3.48988, 4.21045], [-4.87370, 4.41027, 2.96256], [-5.53592, 5.77172, 3.25988], [-5.29474, 6.77732, 2.15640], [-3.80045, 6.99053, 1.88656], [-3.09539, 5.65029, 1.60726], [-3.46078, 4.75145, 2.75351], [-2.78006, 3.50551, 2.46167], [-3.43112, 5.18851, 0.20908], [-1.59104, 5.82466, 1.75987], [-5.53438, 3.58264, 1.80004], [-4.64085, 3.84249, 5.14224], [-4.58748, 2.51005, 4.03283], [-6.09323, 3.26198, 4.35877], [-6.62482, 5.64670, 3.42959], [-5.10281, 6.10017, 4.22370], [-5.66353, 7.80398, 2.39495], [-5.85542, 6.43396, 1.24682], [-3.25540, 7.38658, 2.78144], [-3.60121, 7.69096, 1.09567], [-2.69505, 5.52277, -0.47341], [-3.55538, 4.10738, 0.07219], [-4.41637, 5.54788, -0.07251], [-1.27016, 6.17856, 2.70927], [-1.01767, 4.91438, 1.66074], [-1.28144, 6.63870, 1.04277], [-6.34238, 2.91472, 2.15040], [-4.85986, 2.88626, 1.26564], [-5.99236, 4.25824, 1.03671], [-2.46180, 3.28441, 3.35435], [8.09185, -1.93895, 2.97873], [8.35804, -1.18817, 1.66275], [7.52525, -1.74417, 0.48439], [6.00165, -1.54264, 0.73076], [5.70098, -0.05966, 0.77100], [6.54364, 0.74943, 1.77611], [7.94245, 0.28265, 1.62477], [8.75210, 0.87716, 2.61709], [6.45397, 2.25836, 1.40459], [6.04858, 0.54794, 3.20825], [9.86918, -1.26528, 1.31663], [8.57656, -1.40224, 3.75357], [8.54017, -2.94504, 2.84714], [7.01085, -2.07969, 3.25799], [7.76214, -1.14884, -0.41085], [7.71241, -2.80760, 0.40041], [5.68100, -2.10023, 1.55890], [5.43524, -2.01604, -0.11580], [4.60594, 0.11683, 1.00601], [5.82087, 0.40971, -0.20247], [6.99552, 2.25530, 0.48360], [5.41592, 2.62411, 1.25086], [6.96789, 2.91567, 2.14329], [6.81433, 0.83625, 3.91649], [5.28679, 1.28891, 3.49256], [5.71447, -0.47246, 3.37127], [10.43618, -0.84557, 2.17781], [10.09598, -0.78547, 0.36768], [10.07024, -2.33934, 1.30931], [9.46069, 1.17737, 2.05703], [-5.50405, 2.81429, -5.53421], [-4.52338, 2.51556, -4.41665], [-4.13744, 1.01032, -4.53202], [-3.01773, 0.56465, -3.70101], [-1.77329, 1.34142, -4.16734], [-1.90260, 2.86909, -4.05679], [-3.15629, 3.16503, -4.83594], [-3.34375, 4.58365, -4.71237], [-1.92849, 3.31115, -2.56079], [-0.77181, 3.53928, -4.83563], [-5.06473, 2.83763, -2.99443], [-5.83023, 3.81626, -5.61997], [-6.34140, 2.08899, -5.43230], [-5.05050, 2.46132, -6.44397], [-4.96739, 0.38202, -4.27252], [-3.86056, 0.82808, -5.52627], [-2.77938, -0.51319, -3.64554], [-3.20717, 0.83996, -2.66119], [-1.58183, 0.98968, -5.18083], [-0.89017, 1.00061, -3.63332], [-2.50051, 2.62430, -2.00686], [-0.93631, 3.10435, -2.20022], [-2.41352, 4.25207, -2.44200], [0.18212, 3.29583, -4.41192], [-0.76686, 3.14688, -5.85396], [-0.71647, 4.64284, -4.94849], [-6.11027, 2.48548, -2.94586], [-4.89308, 3.90173, -2.78174], [-4.39857, 2.27898, -2.31467], [-3.06354, 4.93270, -5.56466], [-2.67710, -5.72162, 0.41838], [-3.79553, -4.82379, 1.15722], [-5.17585, -4.98031, 0.33073], [-6.44290, -4.60997, 1.06655], [-6.47038, -5.29669, 2.43978], [-5.26605, -4.93956, 3.25555], [-4.01617, -5.20529, 2.55222], [-2.94535, -4.77666, 3.36365], [-5.31355, -3.45559, 3.81082], [-5.22861, -5.77376, 4.55021], [-3.36308, -3.30160, 0.97621], [-2.58364, -5.47240, -0.63545], [-3.12348, -6.69555, 0.44434], [-1.71078, -5.70266, 0.93665], [-5.13112, -4.50136, -0.60333], [-5.19679, -6.02255, 0.01176], [-7.26825, -4.97114, 0.45449], [-6.48368, -3.52013, 1.27332], [-6.57916, -6.38889, 2.37763], [-7.37242, -4.98235, 3.08097], [-4.54962, -3.28337, 4.48782], [-5.28099, -2.71947, 3.03038], [-6.29085, -3.32080, 4.29492], [-4.29870, -5.54604, 5.06713], [-6.05622, -5.55147, 5.19542], [-5.30460, -6.81152, 4.27467], [-2.73814, -2.95997, 1.81273], [-4.23378, -2.61060, 0.90492], [-2.82730, -3.14840, 0.08581], [-2.60934, -5.59484, 3.72384], [7.07621, -0.26826, -5.66333], [5.88770, 0.00060, -4.77658], [6.11984, 1.10278, -3.76365], [4.76456, 1.37336, -3.04518], [3.76611, 1.86872, -4.09109], [3.47260, 0.91252, -5.27423], [4.79270, 0.45427, -5.73045], [4.54517, -0.66108, -6.64620], [2.41716, -0.10941, -4.78645], [2.83136, 1.73736, -6.38331], [5.64750, -1.30572, -3.96897], [7.93256, -0.61481, -5.10057], [7.39172, 0.58740, -6.22989], [6.82874, -1.08803, -6.33193], [6.85716, 0.64828, -3.08021], [6.53147, 2.00007, -4.19947], [4.91855, 2.15611, -2.26638], [4.30182, 0.50554, -2.51140], [4.18783, 2.79533, -4.46639], [2.82890, 2.07001, -3.55409], [1.50693, 0.46908, -4.57004], [2.05590, -0.82918, -5.57402], [2.68099, -0.77946, -3.94406], [3.48132, 2.51138, -6.85238], [2.55009, 1.04139, -7.19948], [1.99200, 2.29460, -6.06766], [5.60451, -2.26400, -4.47471], [4.79335, -1.19189, -3.36262], [6.38315, -1.46013, -3.21581], [4.04140, -1.34039, -6.17825], [3.02702, 3.86908, 0.28299], [3.28726, 4.28728, 1.59108], [3.11816, 4.66882, -0.41366], [3.81147, 3.12754, -0.00647], [2.00233, 3.47601, 0.07171], [3.04359, 3.53061, 2.15529], [1.85941, 2.34779, 4.56797], [2.64318, 1.95727, 3.47458], [2.45033, 2.08990, 5.46703], [1.55267, 3.40525, 4.55074], [0.97427, 1.72802, 4.65057], [2.37781, 1.03789, 3.20673], [3.42309, -4.70640, -4.55276], [2.14943, -4.93730, -5.07455], [3.36527, -4.18058, -3.59120], [3.91645, -5.68073, -4.40078], [4.05416, -4.00425, -5.16304], [1.70668, -4.06531, -5.19696], [-5.32306, 0.00505, -0.77535], [-6.58904, 0.25767, -0.07706], [-5.38353, -0.21106, -1.84802], [-4.68463, 0.82537, -0.63742], [-4.83575, -0.82245, -0.35595], [-6.74029, 1.20579, -0.02220]], "mulliken_charge": [-0.68, -0.35, 0.41, -0.76, 0.60, -0.61, -0.38, -0.43, 0.26, 0.35, 0.26, 0.55, -0.01, 0.08, 0.39, 0.12, 0.16, -0.33, -0.35, -0.37, 0.53, -0.47, -0.89, -0.35, -0.33, 0.33, 0.38, -0.28, 0.13, 0.32, 0.56, 0.25, 0.17, -0.01, -0.85, 0.30, 0.01, -0.34, 0.20, -0.60, -0.37, -0.68, 0.46, 0.00, 0.37, -0.09, 0.51, 0.28, 0.25, 0.28, 0.28, -0.73, 2.34, -0.51, 0.01, -1.43, 1.87, 0.06, 2.50, -1.16, -1.04, -0.10, -0.62, -0.10, 0.42, -0.12, -0.75, -0.53, 1.23, 0.63, 0.02, 0.28, 0.60, -0.78, -0.17, -0.78, 0.89, -0.73, 0.26, -0.25, -0.60, -2.45, 2.40, -1.29, -0.44, -1.34, 2.03, -0.47, 0.50, -1.44, -2.03, -1.74, 0.51, 0.33, 0.48, 0.30, 0.39, 0.41, 0.27, 0.36, 0.36, 0.64, -0.25, 0.37, 0.52, 0.13, 0.43, 0.43, 0.10, 0.32, 0.20, -1.54, 1.65, -1.48, 0.54, 0.56, 1.84, 0.08, -0.51, -1.88, -1.24, -2.07, 0.46, 0.46, -0.02, 0.18, 0.55, -0.34, 0.22, -0.63, -0.37, 0.61, -0.02, 0.34, 0.50, 0.32, -0.07, 0.49, 0.35, 0.46, 0.40, -2.00, 1.86, -2.34, 1.69, -1.06, 2.84, -0.02, -0.48, -2.03, -1.91, -0.91, 0.39, 0.36, 0.47, 0.70, 0.71, 0.02, -1.37, 0.46, -0.32, -0.15, 0.38, 0.91, 0.10, 0.54, 0.37, 0.46, 0.37, -0.38, 0.36, -1.78, 1.48, -1.27, -0.35, -1.31, 1.79, -0.01, -0.27, -2.04, -2.15, -0.70, 0.21, 0.60, 0.28, 0.41, 0.49, 0.45, 0.12, 0.36, 0.37, 0.71, 0.30, 0.48, 0.43, 0.40, 0.49, 0.25, -0.25, -0.07, 0.35, -2.21, 2.12, -1.53, 1.33, -1.67, 2.52, 0.00, -0.55, -0.78, -2.00, -1.66, 0.42, 0.43, 0.42, 0.21, 0.38, 0.28, -1.03, 0.56, 0.19, -0.24, 0.33, 0.14, 0.38, 0.38, 0.10, 0.31, 0.35, 0.52, 0.35, 0.19, -0.65, 0.50, -0.13, -0.26, 0.31, -0.62, 0.13, 0.30, 0.33, -0.11, -0.09, -0.29, -0.54, 0.00, 0.36, 0.13, 0.56, 1.20, -0.62, 0.23, -0.46, -0.58, 0.36], "fmax_ev_per_a": 3.07, "e_homo_ev": -8.32, "lumo_ev": 0.3}